{
  "formula": "C33H71Br3Cl10NO2P",
  "method": "ωB97M-V/def2-TZVPD",
  "e_homo_ev": -2.561,
  "total_energy_ev": -385586.1414,
  "charge": 0,
  "elements": ["C", "C", "C", "C", "P", "C", "C", "C", "C", "C", "C", "C", "C", "C", "C", "C", "C", "H", "H", "H", "H", "H", "H", "H", "H", "H", "H", "H", "H", "H", "H", "H", "H", "H", "H", "H", "H", "H", "H", "H", "H", "H", "H", "H", "H", "H", "H", "H", "H", "H", "H", "H", "H", "C", "C", "C", "C", "N", "C", "C", "C", "C", "C", "H", "H", "H", "H", "H", "H", "H", "H", "H", "H", "H", "H", "H", "H", "H", "H", "H", "H", "H", "H", "O", "C", "C", "O", "H", "H", "H", "H", "C", "Cl", "Cl", "H", "H", "C", "Cl", "Cl", "H", "H", "C", "Cl", "Cl", "H", "H", "C", "Cl", "Cl", "H", "H", "C", "Cl", "Cl", "H", "H", "C", "Br", "Br", "Br", "H"],
  "coordinates": [[-2.70, -5.52, -2.88], [-1.63, -4.75, -2.08], [-1.87, -4.65, -0.52], [-0.72, -3.75, 0.13], [-0.84, -3.31, 1.94], [-2.42, -2.42, 2.36], [-3.74, -3.14, 2.50], [-4.99, -2.23, 2.36], [-6.32, -2.83, 2.81], [-0.79, -4.97, 2.71], [0.55, -5.76, 2.49], [0.80, -6.90, 3.46], [2.06, -7.71, 3.06], [0.64, -2.33, 2.51], [0.69, -2.10, 4.03], [1.78, -2.88, 4.76], [1.83, -2.16, 6.16], [-3.66, -5.00, -2.92], [-2.88, -6.49, -2.42], [-2.45, -5.78, -3.91], [-1.64, -3.78, -2.58], [-0.71, -5.31, -2.27], [-1.88, -5.63, -0.03], [-2.79, -4.11, -0.33], [-0.67, -2.82, -0.43], [0.21, -4.32, 0.08], [-2.53, -1.66, 1.58], [-2.19, -1.84, 3.26], [-3.81, -3.74, 3.41], [-3.78, -3.96, 1.78], [-5.05, -1.80, 1.36], [-4.87, -1.33, 2.96], [-6.17, -3.41, 3.72], [-6.72, -3.54, 2.09], [-7.09, -2.09, 3.02], [-1.67, -5.51, 2.35], [-0.95, -4.73, 3.76], [1.41, -5.08, 2.42], [0.48, -6.21, 1.50], [-0.12, -7.48, 3.39], [0.93, -6.49, 4.47], [2.35, -8.35, 3.89], [2.87, -7.08, 2.69], [1.80, -8.33, 2.20], [0.54, -1.39, 1.96], [1.56, -2.68, 2.06], [-0.25, -2.35, 4.53], [0.72, -1.02, 4.11], [2.79, -2.89, 4.37], [1.37, -3.89, 4.87], [2.74, -2.50, 6.65], [0.93, -2.44, 6.71], [1.94, -1.08, 6.08], [0.72, 7.53, -1.18], [-0.13, 8.48, -0.32], [-1.66, 8.16, -0.33], [-1.96, 6.91, 0.54], [-3.43, 6.53, 0.43], [-4.54, 7.52, 1.00], [-5.04, 7.00, 2.33], [-5.04, 5.53, 2.06], [-3.68, 5.25, 1.31], [-3.79, 6.15, -1.02], [0.87, 6.54, -0.74], [1.67, 8.01, -1.39], [0.16, 7.24, -2.07], [0.04, 9.47, -0.74], [0.29, 8.49, 0.68], [-1.91, 8.11, -1.39], [-2.19, 9.05, 0.00], [-1.90, 7.27, 1.57], [-1.40, 6.00, 0.32], [-5.37, 7.43, 0.29], [-4.08, 8.50, 1.03], [-5.99, 7.42, 2.65], [-4.37, 7.21, 3.17], [-5.88, 5.29, 1.42], [-5.18, 4.98, 2.99], [-3.78, 4.31, 0.76], [-2.92, 5.10, 2.08], [-3.87, 7.11, -1.53], [-4.76, 5.65, -0.97], [-2.97, 5.56, -1.44], [0.08, 1.99, -1.31], [1.12, 2.21, -2.22], [2.71, 1.79, -2.05], [3.20, 0.46, -1.99], [1.15, 3.24, -2.57], [0.71, 1.89, -3.17], [2.95, 2.26, -1.09], [3.33, 2.31, -2.77], [8.74, 0.07, -3.99], [8.92, -0.02, -5.79], [10.15, -0.57, -3.12], [8.55, 1.09, -3.64], [7.89, -0.57, -3.75], [7.31, 0.47, 1.85], [7.80, 2.20, 1.77], [8.38, -0.39, 2.95], [6.31, 0.37, 2.26], [7.33, -0.09, 0.92], [4.30, 4.58, -7.34], [3.69, 4.98, -8.93], [5.55, 5.66, -6.71], [3.44, 4.44, -6.69], [4.74, 3.58, -7.41], [2.98, -2.20, -6.17], [3.08, -3.93, -6.41], [2.85, -1.38, -7.75], [2.14, -1.95, -5.51], [3.89, -1.82, -5.71], [-4.72, 0.46, -3.80], [-5.21, 1.74, -4.92], [-5.95, -0.74, -3.62], [-3.76, 0.09, -4.16], [-4.50, 0.90, -2.83], [5.90, -5.31, -1.57], [7.34, -5.21, -3.02], [6.67, -5.62, 0.25], [4.70, -6.87, -1.99], [5.22, -4.46, -1.64]],
  "mulliken_charge": [-1.363, -0.418, -0.426, -1.275, 0.098, -0.842, -0.541, -0.634, -1.314, -1.024, -1.173, -0.462, -1.291, -1.032, -1.078, -0.056, -1.357, 0.313, 0.334, 0.395, 0.341, 0.365, 0.293, 0.206, 0.765, 0.590, 0.528, 0.574, 0.429, 0.288, 0.400, 0.346, 0.332, 0.321, 0.369, 0.825, 0.644, 0.521, 0.445, 0.311, 0.338, 0.370, 0.368, 0.321, 0.754, 0.649, 0.428, 0.540, 0.452, -0.074, 0.407, 0.330, 0.340, -1.241, -0.700, -0.502, -0.807, 0.330, -0.528, -0.534, -0.581, -0.639, -1.232, 0.400, 0.366, 0.289, 0.368, 0.347, 0.317, 0.341, 0.311, 0.649, 0.341, 0.259, 0.377, 0.302, 0.311, 0.380, 0.351, 0.346, 0.435, 0.510, 0.383, -0.919, -0.318, -0.340, -0.916, 0.063, 0.252, 0.154, 0.139, -0.201, -0.166, -0.161, 0.286, 0.239, -0.175, -0.151, -0.165, 0.221, 0.266, -0.211, -0.156, -0.156, 0.281, 0.235, -0.172, -0.168, -0.174, 0.283, 0.220, -0.196, -0.170, -0.151, 0.278, 0.232, -0.347, -0.021, -0.016, -0.043, 0.424]
}

{
  "formula": "C33H71ClFNO5PS",
  "method": "ωB97M-V/def2-TZVPD",
  "e_homo_ev": -11.697,
  "total_energy_ev": -82450.0158,
  "charge": 1,
  "elements": ["C", "C", "O", "P", "O", "C", "C", "C", "C", "F", "C", "C", "N", "C", "C", "C", "C", "C", "S", "O", "O", "Cl", "O", "C", "C", "H", "H", "H", "H", "H", "H", "H", "H", "H", "H", "H", "H", "H", "H", "H", "H", "H", "H", "H", "H", "H", "H", "H", "H", "H", "H", "H", "H", "H", "C", "C", "C", "C", "C", "C", "H", "H", "H", "H", "H", "H", "H", "H", "H", "H", "H", "H", "H", "H", "C", "C", "C", "C", "C", "C", "H", "H", "H", "H", "H", "H", "H", "H", "H", "H", "H", "H", "H", "H", "C", "C", "C", "C", "C", "C", "H", "H", "H", "H", "H", "H", "H", "H", "H", "H", "H", "H", "H", "H"],
  "coordinates": [[4.97, -1.04, 2.28], [6.23, -0.96, 1.18], [6.50, 0.49, 1.01], [7.39, 0.80, -0.46], [8.08, -0.55, -0.99], [6.17, 1.36, -1.84], [5.73, 2.95, -1.74], [4.14, 3.20, -1.43], [3.81, 3.88, 0.03], [2.62, 4.73, -0.32], [4.82, 4.99, 0.67], [4.56, 4.62, 2.28], [3.68, 3.39, 2.52], [3.25, 2.96, 1.26], [2.24, 1.67, 1.32], [0.75, 2.28, 1.79], [-0.49, 1.25, 1.52], [-0.72, 0.87, -0.07], [-1.95, -0.59, -0.07], [-2.27, -1.04, -1.51], [-1.29, -1.72, 0.80], [-3.67, 0.12, 0.96], [8.65, 1.96, -0.11], [8.29, 2.84, 1.01], [8.81, 2.33, 2.48], [3.98, -0.74, 1.69], [5.20, -0.20, 3.08], [4.88, -2.11, 2.78], [5.94, -1.49, 0.16], [7.17, -1.53, 1.63], [5.22, 0.67, -1.78], [6.71, 1.18, -2.89], [6.48, 3.50, -1.02], [5.93, 3.40, -2.82], [3.59, 2.14, -1.49], [3.69, 3.85, -2.29], [4.42, 6.08, 0.49], [5.98, 4.86, 0.61], [5.44, 4.82, 3.04], [3.80, 5.48, 2.59], [3.43, 2.93, 3.45], [2.58, 0.89, 2.15], [2.17, 1.13, 0.27], [0.88, 2.56, 2.94], [0.66, 3.31, 1.20], [-0.38, 0.32, 2.23], [-1.48, 1.82, 1.86], [0.28, 0.49, -0.61], [-1.22, 1.77, -0.65], [7.13, 3.06, 1.10], [8.81, 3.89, 0.80], [9.98, 2.16, 2.51], [8.22, 1.39, 2.87], [8.57, 3.21, 3.25], [4.84, 5.74, 8.70], [3.41, 5.22, 8.76], [3.16, 4.03, 7.83], [3.35, 4.32, 6.33], [2.48, 5.44, 5.77], [0.99, 5.16, 5.87], [5.09, 6.12, 7.70], [4.97, 6.56, 9.41], [5.55, 4.95, 8.96], [2.71, 6.03, 8.54], [3.20, 4.90, 9.79], [2.15, 3.65, 8.00], [3.84, 3.21, 8.11], [3.14, 3.40, 5.77], [4.40, 4.56, 6.14], [2.74, 5.59, 4.72], [2.70, 6.39, 6.28], [0.73, 4.24, 5.33], [0.42, 5.98, 5.42], [0.66, 5.05, 6.91], [-4.57, -6.02, -4.77], [-4.66, -6.55, -3.35], [-5.56, -5.70, -2.45], [-5.09, -4.26, -2.23], [-3.68, -4.11, -1.64], [-3.54, -4.71, -0.26], [-4.12, -5.02, -4.80], [-3.95, -6.68, -5.38], [-5.56, -5.97, -5.23], [-3.66, -6.64, -2.92], [-5.07, -7.57, -3.38], [-5.65, -6.20, -1.47], [-6.57, -5.67, -2.87], [-5.80, -3.76, -1.57], [-5.13, -3.71, -3.18], [-3.44, -3.04, -1.59], [-2.94, -4.56, -2.31], [-4.25, -4.25, 0.44], [-2.53, -4.55, 0.13], [-3.72, -5.79, -0.26], [-9.14, -6.72, -5.30], [-8.99, -5.20, -5.28], [-10.20, -4.47, -5.87], [-10.48, -4.75, -7.35], [-9.33, -4.45, -8.31], [-8.94, -2.98, -8.33], [-9.23, -7.10, -6.32], [-8.27, -7.19, -4.84], [-10.03, -7.03, -4.74], [-8.07, -4.92, -5.81], [-8.86, -4.88, -4.24], [-10.06, -3.39, -5.73], [-11.09, -4.73, -5.29], [-11.36, -4.17, -7.66], [-10.77, -5.81, -7.47], [-9.63, -4.74, -9.32], [-8.45, -5.06, -8.06], [-9.79, -2.35, -8.62], [-8.13, -2.81, -9.05], [-8.58, -2.64, -7.35]],
  "mulliken_charge": [-0.516, -0.412, -0.174, 0.809, -0.706, -0.672, -0.522, -0.852, 1.728, -0.379, -0.773, -0.617, 0.208, -0.446, -0.734, -0.307, -0.736, -0.443, 0.891, -0.511, -0.516, -0.172, -0.408, 0.294, -0.939, -0.057, 0.168, 0.387, 0.366, 0.271, 0.337, 0.327, 0.334, 0.376, 0.240, 0.398, 0.381, 0.236, 0.388, 0.319, 0.202, 0.230, 0.187, 0.072, 0.356, 0.397, 0.444, 0.267, 0.370, -0.338, 0.386, 0.306, 0.166, 0.314, -1.155, -0.437, -0.976, -0.264, 0.235, -1.202, 0.263, 0.378, 0.294, 0.234, 0.375, 0.372, 0.397, 0.125, 0.357, -0.222, 0.324, 0.186, 0.408, 0.331, -0.950, -0.464, -0.425, -0.744, 0.187, -1.216, 0.280, 0.391, 0.057, 0.282, 0.402, 0.354, 0.064, 0.399, 0.302, -0.098, 0.249, 0.260, 0.329, 0.387, -1.160, -0.001, -0.939, -0.766, -0.314, -1.183, 0.313, 0.330, 0.326, 0.127, 0.288, 0.342, 0.406, 0.390, 0.310, 0.356, 0.231, 0.298, 0.368, 0.280]
}

{
  "formula": "C33H72F30N5OP6",
  "method": "ωB97M-V/def2-TZVPD",
  "e_homo_ev": -6.917,
  "total_energy_ev": -182171.6170,
  "charge": -1,
  "elements": ["C", "N", "C", "C", "C", "C", "O", "H", "H", "H", "H", "H", "H", "H", "H", "H", "H", "H", "H", "H", "H", "C", "C", "N", "C", "C", "N", "C", "C", "H", "H", "H", "H", "H", "H", "H", "H", "H", "H", "H", "C", "C", "N", "C", "C", "N", "C", "C", "H", "H", "H", "H", "H", "H", "H", "H", "H", "H", "H", "C", "C", "C", "C", "P", "C", "C", "C", "C", "C", "C", "C", "C", "C", "C", "C", "C", "H", "H", "H", "H", "H", "H", "H", "H", "H", "H", "H", "H", "H", "H", "H", "H", "H", "H", "H", "H", "H", "H", "H", "H", "H", "H", "H", "H", "H", "H", "H", "H", "H", "H", "H", "H", "P", "F", "F", "F", "F", "F", "F", "P", "F", "F", "F", "F", "F", "F", "P", "F", "F", "F", "F", "F", "F", "P", "F", "F", "F", "F", "F", "F", "P", "F", "F", "F", "F", "F", "F"],
  "coordinates": [[-0.85, 1.56, 3.09], [0.27, 2.62, 3.11], [-0.45, 3.96, 3.25], [0.94, 2.29, 4.45], [1.26, 2.63, 1.95], [2.27, 1.49, 1.96], [1.68, 0.22, 1.57], [-1.35, 1.56, 2.12], [-1.53, 1.79, 3.90], [-0.49, 0.53, 3.10], [0.29, 4.75, 3.11], [-0.98, 4.03, 4.20], [-1.21, 3.99, 2.48], [0.21, 2.42, 5.24], [1.75, 3.00, 4.60], [1.37, 1.29, 4.50], [1.83, 3.56, 2.05], [0.82, 2.63, 0.96], [2.76, 1.20, 2.88], [3.03, 1.67, 1.20], [2.28, -0.46, 1.88], [-4.91, -0.76, 4.84], [-4.91, 0.22, 3.72], [-5.47, -0.32, 2.48], [-5.32, -1.59, 1.91], [-5.95, -1.69, 0.70], [-6.53, -0.45, 0.52], [-6.10, 0.36, 1.52], [-7.34, -0.04, -0.60], [-4.20, -0.47, 5.61], [-4.62, -1.76, 4.53], [-5.94, -0.93, 5.17], [-3.91, 0.61, 3.51], [-5.47, 1.12, 3.98], [-4.63, -2.33, 2.28], [-5.90, -2.44, -0.07], [-6.41, 1.39, 1.63], [-6.68, 0.38, -1.37], [-8.04, 0.71, -0.24], [-7.85, -0.85, -1.10], [0.20, -3.43, 0.68], [-0.02, -4.40, 1.87], [0.15, -5.79, 1.45], [1.40, -6.34, 1.40], [1.20, -7.52, 0.75], [-0.15, -7.77, 0.54], [-0.74, -6.62, 0.92], [-0.81, -8.76, -0.19], [0.27, -2.41, 1.06], [-0.62, -3.40, -0.04], [1.14, -3.76, 0.24], [-1.01, -4.36, 2.32], [0.60, -4.33, 2.77], [2.33, -5.81, 1.54], [1.92, -8.28, 0.51], [-1.81, -6.51, 0.89], [-1.90, -8.70, -0.17], [-0.38, -9.75, -0.04], [-0.63, -8.65, -1.26], [-2.86, -0.20, 0.08], [-1.42, 0.11, -0.40], [-1.17, -0.47, -1.80], [0.28, -0.15, -2.14], [0.72, -0.64, -3.83], [0.51, -2.44, -3.86], [0.69, -3.09, -5.24], [1.30, -4.46, -5.06], [1.48, -5.22, -6.39], [-0.30, 0.26, -5.12], [-0.27, 1.78, -5.08], [-1.45, 2.39, -5.85], [-1.60, 1.85, -7.31], [2.53, -0.30, -4.03], [3.02, 1.11, -3.60], [4.51, 1.14, -3.29], [5.03, 2.58, -3.24], [-3.23, 0.55, 0.78], [-2.74, -1.20, 0.51], [-3.51, -0.36, -0.79], [-0.68, -0.18, 0.34], [-1.28, 1.19, -0.46], [-1.87, 0.04, -2.47], [-1.44, -1.53, -1.79], [0.97, -0.58, -1.42], [0.38, 0.94, -2.19], [-0.42, -2.81, -3.43], [1.22, -2.83, -3.12], [1.14, -2.40, -5.96], [-0.32, -3.23, -5.64], [0.71, -5.09, -4.39], [2.24, -4.37, -4.52], [2.46, -5.02, -6.82], [0.68, -5.05, -7.11], [1.45, -6.27, -6.10], [-1.33, -0.10, -5.05], [-0.06, -0.21, -6.08], [0.74, 2.10, -5.33], [-0.38, 2.08, -4.03], [-1.33, 3.48, -5.84], [-2.39, 2.08, -5.40], [-0.67, 2.06, -7.84], [-2.32, 2.52, -7.78], [-2.04, 0.85, -7.36], [2.86, -0.56, -5.04], [3.05, -1.07, -3.45], [2.49, 1.63, -2.81], [2.95, 1.67, -4.54], [5.10, 0.72, -4.11], [4.75, 0.62, -2.36], [4.43, 3.13, -2.52], [5.21, 3.24, -4.09], [6.06, 2.45, -2.90], [5.29, 4.28, 4.02], [5.41, 3.22, 2.81], [3.91, 4.90, 3.33], [4.44, 3.20, 4.90], [5.39, 5.58, 5.00], [6.66, 3.79, 4.65], [6.26, 5.18, 3.02], [-0.26, 5.53, -1.41], [0.47, 5.67, 0.08], [1.22, 5.58, -2.13], [-0.17, 3.92, -1.33], [-1.11, 5.53, -2.75], [-1.61, 5.34, -0.54], [-0.49, 7.15, -1.39], [-0.52, -0.90, 6.20], [-1.49, -2.04, 5.47], [0.49, -1.08, 4.95], [-1.39, 0.22, 5.47], [0.44, 0.14, 7.02], [-1.63, -0.81, 7.40], [0.17, -2.08, 7.12], [4.01, -3.11, -0.59], [3.60, -4.51, 0.15], [2.74, -2.24, 0.03], [4.76, -2.68, 0.77], [4.56, -1.79, -1.35], [5.31, -3.87, -1.15], [3.08, -3.52, -1.85], [0.23, 7.91, 4.78], [0.05, 8.75, 6.20], [0.37, 9.28, 3.97], [1.85, 7.87, 5.12], [0.48, 7.09, 3.38], [0.11, 6.47, 5.57], [-1.34, 7.99, 4.53]],
  "mulliken_charge": [-1.229, 0.687, -1.109, -0.970, -0.174, -1.152, 0.015, 0.212, 0.600, 0.348, 0.498, 0.312, 0.344, 0.393, 0.358, 0.294, 0.409, 0.082, 0.524, 0.452, 0.038, -1.322, 0.107, 0.346, -0.415, -0.371, 0.155, -0.266, -0.881, 0.385, 0.358, 0.358, 0.008, 0.342, 0.295, 0.432, 0.444, 0.355, 0.327, 0.352, 0.254, -1.344, 0.262, -0.317, -0.658, 0.173, -0.046, -0.744, -0.258, 0.305, 0.190, 0.494, 0.342, 0.544, 0.431, 0.366, 0.265, 0.313, 0.380, -1.286, 0.474, -1.146, -0.460, 1.171, -0.791, -0.816, -0.400, -1.400, -1.304, -0.329, -0.670, -1.247, -0.847, -0.327, -0.458, -1.479, 0.511, 0.197, 0.335, -0.144, 0.123, 0.397, 0.388, 0.521, -0.235, 0.817, 0.072, 0.499, 0.412, 0.351, 0.251, 0.344, 0.341, 0.363, 0.692, 0.701, 0.311, 0.068, 0.502, 0.294, 0.306, 0.441, 0.306, 0.759, 0.253, 0.302, 0.164, 0.304, 0.323, 0.377, 0.364, 0.393, 1.208, -0.369, -0.351, -0.353, -0.356, -0.370, -0.399, 1.364, -0.353, -0.398, -0.460, -0.395, -0.396, -0.370, 1.283, -0.411, -0.361, -0.300, -0.370, -0.428, -0.381, 1.423, -0.332, -0.643, -0.415, -0.312, -0.374, -0.351, 1.283, -0.394, -0.383, -0.371, -0.421, -0.374, -0.354]
}

Q: What is the formula in the first record?
A: C33H71Br3Cl10NO2P